135
Properties=species:S:1:pos:R:3:lowdin_spin:R:1 method="wB97M-V/def2-TZVPD" lumo_energy_ev="0.1 / -0.1" fmax_ha_per_bohr=0.04527 multiplicity=3 charge=0 e_homo_ev="-7.90 / -7.93"
C 2.202 0.936 -4.344 0.001
C 1.142 1.219 -3.578 0.000
C 0.162 0.179 -3.051 0.000
C 0.711 -0.627 -1.893 0.000
C 1.021 -1.987 -2.006 0.000
S 0.756 -2.888 -3.516 0.000
C 1.520 -2.710 -0.908 0.000
P 1.920 -4.459 -0.849 0.000
O 2.715 -4.782 0.338 0.000
O 0.492 -5.210 -0.756 0.000
O 2.589 -4.951 -2.215 0.000
C 1.743 -2.056 0.300 0.000
C 1.458 -0.713 0.410 0.000
C 0.927 -0.003 -0.658 0.000
N 0.614 1.350 -0.451 0.000
C -0.184 1.622 0.691 0.000
C -1.368 2.355 0.641 0.000
C -1.892 2.914 -0.665 0.000
N -1.561 4.319 -0.913 0.000
C -0.186 4.544 -1.335 0.000
C -2.101 2.573 1.817 0.000
B -3.481 3.340 1.664 0.000
C -4.849 2.595 1.891 0.000
O -3.506 4.676 1.270 0.000
C -1.658 2.078 3.054 0.000
C -2.479 2.295 4.302 0.000
C -2.605 3.749 4.845 0.000
C -1.604 4.787 4.356 0.000
C -2.110 6.190 4.734 0.000
N -3.197 6.640 3.827 0.000
C -2.889 7.892 3.195 0.000
C -2.606 7.836 1.718 0.000
O -2.849 8.935 3.807 0.000
C -0.461 1.346 3.106 0.000
C 0.127 0.778 4.372 0.000
C 1.419 1.563 4.750 0.000
C 1.323 2.521 5.876 0.000
O 1.476 2.917 4.444 0.000
C 0.239 1.130 1.920 0.000
S 1.742 0.184 1.906 0.000
H 2.495 1.600 -5.151 0.000
H 2.856 0.083 -4.182 0.000
H 0.964 2.254 -3.294 0.000
H -0.099 -0.448 -3.889 0.000
H -0.724 0.722 -2.722 0.000
H 1.002 -1.944 -4.427 0.000
H 0.119 -5.463 -1.608 0.000
H 2.023 -5.568 -2.690 0.000
H 2.134 -2.614 1.137 0.000
H 0.250 1.780 -1.285 0.000
H -2.981 2.813 -0.699 0.000
H -1.534 2.342 -1.522 0.000
H -1.770 4.857 -0.084 0.000
H 0.042 5.602 -1.213 0.000
H -0.072 4.334 -2.402 0.000
H 0.555 3.959 -0.779 0.000
H -5.595 3.248 2.349 0.000
H -5.272 2.248 0.942 0.000
H -4.744 1.704 2.508 0.000
H -3.847 4.752 0.369 0.000
H -2.140 1.673 5.121 0.000
H -3.488 1.947 4.080 0.000
H -3.602 4.123 4.592 0.000
H -2.575 3.712 5.936 0.000
H -1.473 4.770 3.275 0.000
H -0.634 4.690 4.849 0.000
H -1.300 6.917 4.751 0.000
H -2.556 6.110 5.727 0.000
H -4.039 6.816 4.362 0.000
H -2.084 6.908 1.490 0.000
H -3.560 7.841 1.190 0.000
H -1.988 8.681 1.430 0.000
H -0.499 0.922 5.240 0.000
H 0.452 -0.253 4.241 0.000
H 2.362 1.021 4.677 0.000
H 2.220 2.683 6.460 0.000
H 0.413 3.078 6.058 0.000
C -5.030 2.856 -5.656 0.003
C -3.561 3.002 -5.198 0.027
C -2.987 4.333 -5.689 0.015
C -2.689 4.360 -7.187 0.001
C -1.819 3.170 -7.590 0.015
C -2.394 1.825 -7.144 0.027
N -2.742 1.848 -5.688 0.371
O -1.666 1.720 -4.986 0.530
C -3.621 1.474 -8.003 0.002
C -1.381 0.717 -7.411 -0.001
C -3.594 3.008 -3.676 -0.001
H -5.313 1.808 -5.750 0.002
H -5.698 3.304 -4.921 0.000
H -5.238 3.357 -6.600 0.000
H -2.060 4.544 -5.146 0.002
H -3.685 5.132 -5.432 0.001
H -3.617 4.368 -7.765 0.000
H -2.171 5.288 -7.436 0.001
H -1.686 3.155 -8.674 0.001
H -0.822 3.299 -7.156 0.003
H -4.113 0.577 -7.626 0.001
H -3.301 1.274 -9.025 0.000
H -4.359 2.269 -8.063 0.000
H -0.423 0.912 -6.931 0.000
H -1.206 0.642 -8.484 0.000
H -1.753 -0.246 -7.058 0.000
H -3.977 2.061 -3.288 0.000
H -4.250 3.809 -3.337 0.000
H -2.613 3.190 -3.248 -0.001
C 4.633 -6.435 2.192 0.003
C 4.082 -7.867 2.369 0.026
C 3.123 -7.912 3.560 0.015
C 3.823 -7.846 4.917 0.001
C 4.917 -8.908 5.018 0.015
C 5.911 -8.862 3.857 0.027
N 5.196 -8.855 2.544 0.367
O 4.788 -10.048 2.260 0.537
C 6.820 -7.629 3.999 0.002
C 6.845 -10.065 3.929 -0.001
C 3.313 -8.174 1.090 -0.001
H 5.613 -6.445 1.714 0.002
H 3.964 -5.853 1.555 0.000
H 4.715 -5.889 3.133 0.000
H 2.538 -8.838 3.517 0.002
H 2.411 -7.090 3.466 0.001
H 4.240 -6.850 5.086 0.000
H 3.090 -8.006 5.711 0.001
H 5.464 -8.794 5.957 0.001
H 4.447 -9.896 5.051 0.003
H 7.456 -7.515 3.120 0.001
H 7.468 -7.757 4.866 0.000
H 6.279 -6.700 4.152 0.000
H 6.301 -11.007 3.940 -0.001
H 7.432 -10.008 4.845 0.000
H 7.533 -10.077 3.082 0.000
H 3.979 -8.169 0.225 0.000
H 2.557 -7.404 0.944 0.000
H 2.809 -9.138 1.134 -0.001